No. 1
2 unconnected molecules or ions with the total composition C6H13FSi, computed with wB97M-V/def2-TZVPD.

Output
- E_LUMO (alpha / beta): 0.0147 / 0.0089 Ha
- E: -625.66662 hartree
- F_max: 4.3 eV/A
- Relative energy (zero: lowest compared OMol25 entry of this formula, charge and spin): 4.528 eV
- Frontier orbital gap (alpha / beta): 7.36 / 7.72 eV

Each line ends with the natural charge from an NBO analysis.
Positions of all 21 atoms, in Å:
C 1.143135 1.533716 2.085653  -0.323
C 0.099169 0.794778 1.699708  -0.751
C 1.353883 1.939462 -1.454169  -0.668
C -2.415597 -1.126204 0.247365  -0.605
C 1.393334 0.450630 -1.753445  -0.508
C -1.100433 -1.957049 0.511253  -0.955
F 1.730875 -1.572068 1.559917  -0.662
Si 0.365633 -0.847477 0.828349  1.713
H 1.180310 2.316823 2.946142  0.208
H 2.141492 1.327790 1.671376  0.196
H -0.961896 1.032713 1.976994  0.223
H 0.286989 2.224186 -1.289375  0.213
H 1.927631 2.085024 -0.597293  0.204
H 1.891942 2.549364 -2.256330  0.204
H -3.301006 -1.739006 0.292309  0.224
H -2.491191 -0.244761 0.778562  0.206
H -2.345805 -0.677455 -0.836483  0.217
H 2.358026 -0.059576 -1.526527  0.183
H 0.960976 0.100051 -2.681246  0.177
H -0.725932 -2.583380 -0.390297  0.258
H -1.144545 -2.719824 1.265460  0.244

Cartesian forces, eV/Å:
C 0.64 0.84 1.45
C -0.99 -0.46 0.37
C -0.76 -0.73 -1.95
C 1.76 -1.18 -3.79
C 0.80 -0.96 1.79
C 0.65 -0.25 -1.47
F -2.15 0.75 -1.04
Si 2.52 1.33 -1.40
H -0.59 -1.08 -1.98
H -0.39 -0.17 0.37
H 1.15 -0.05 0.19
H 1.00 0.37 -0.24
H 0.63 0.57 1.70
H -1.06 -0.63 0.67
H -0.25 -0.07 0.16
H -0.26 1.48 1.84
H -0.16 -1.15 1.73
H -0.71 0.54 -0.39
H -0.36 -0.13 0.13
H -0.98 1.16 1.06
H -0.49 -0.19 0.80

No. 2
2 unconnected molecules or ions with the total composition C4H8N2O4, computed with wB97M-V/def2-TZVPD.

Output
- E_LUMO: 0.0142 Ha
- E: -567.56444 hartree
- F_max: 3.8 eV/A
- Relative energy (zero: lowest compared OMol25 entry of this formula, charge and spin): 4.633 eV
- Frontier orbital gap: 9.38 eV
- SMILES string: NC(=O)C(=O)O.C=CON

Each line ends with the natural charge from an NBO analysis.
Positions of all 18 atoms, in Å:
N 0.859656 -0.779719 -0.869150  -0.866
C 1.555412 0.312960 -0.550281  0.619
O 1.637837 1.365908 -1.128789  -0.549
C 2.408537 0.117632 0.877611  0.673
O 3.370015 0.803300 1.094731  -0.544
O 2.364722 -1.171744 1.296537  -0.709
H -0.068446 -0.661125 -1.267900  0.429
H 1.241766 -1.699024 -0.712654  0.413
H 3.222077 -1.424703 1.675661  0.500
C -2.257850 -0.689321 0.757076  -0.519
C -1.707832 0.520316 0.946467  0.135
O -1.492597 1.439208 -0.063780  -0.357
N -1.284184 0.886630 -1.365909  -0.585
H -2.031249 -1.273371 -0.118807  0.193
H -3.038001 -1.045679 1.403859  0.219
H -2.003899 1.114229 1.803006  0.193
H -2.059162 0.579234 -1.951052  0.363
H -0.716799 1.605269 -1.826624  0.391

Cartesian forces, eV/Å:
N -0.37 -1.06 -0.55
C 0.85 0.84 2.08
O -0.41 -0.41 0.41
C 2.21 -0.61 -3.01
O -1.00 0.40 0.61
O -0.77 -0.26 0.16
H 0.44 0.25 -0.40
H -0.25 0.26 0.59
H -0.16 0.46 0.20
C 0.84 0.36 -0.16
C -3.23 0.28 -1.07
O 0.77 -0.46 -0.63
N 1.56 0.06 -0.08
H -0.30 0.07 -0.36
H 0.57 -0.44 0.78
H 0.48 -0.02 0.26
H -0.83 0.73 0.97
H -0.40 -0.44 0.20

No. 3
A molecular structure, C5H8O, computed with wB97M-V/def2-TZVPD.

Output
- E_LUMO: 0.0121 Ha
- E: -270.34936 hartree
- F_max: 0.2 eV/A
- Relative energy (zero: lowest compared OMol25 entry of this formula, charge and spin): 5.674 eV
- Frontier orbital gap: 8.77 eV

Each line ends with the natural charge from an NBO analysis.
Positions of all 14 atoms, in Å:
O 1.419288 -0.276161 1.527153  -0.686
C 0.533590 -0.130320 0.470374  0.154
C -0.980863 -0.241912 0.668219  -0.412
C -0.882563 0.276693 -0.778168  -0.260
C 0.292176 1.158546 -0.350143  -0.427
C 0.739076 -1.113086 -0.710310  -0.295
H 2.309507 -0.308614 1.148916  0.478
H -1.440901 0.496125 1.338183  0.204
H -1.387809 -1.241265 0.844398  0.207
H -1.724919 0.577726 -1.406272  0.242
H 1.034878 1.409426 -1.112497  0.217
H -0.014595 2.027329 0.239238  0.210
H 0.209933 -2.048873 -0.428554  0.133
H -0.285595 -0.521628 -1.478912  0.236

Cartesian forces, eV/Å:
O 0.17 0.02 -0.10
C -0.08 -0.01 -0.05
C -0.12 -0.13 0.11
C -0.20 0.14 -0.02
C 0.12 0.17 -0.03
C -0.10 -0.06 0.12
H -0.08 -0.01 0.12
H 0.09 -0.07 -0.11
H 0.08 0.16 -0.04
H 0.17 -0.09 0.07
H -0.10 -0.06 0.13
H 0.02 -0.14 -0.07
H 0.04 0.16 -0.08
H -0.02 -0.08 -0.02

No. 4
A molecular structure, C22H20Cl3CoN2OS2, computed with wB97M-V/def2-TZVPD.

Output
- E_LUMO (alpha / beta): 0.0167 / -0.1095 Ha
- E: -4594.84279 hartree
- F_max: 1.2 eV/A
- Relative energy (zero: lowest compared OMol25 entry of this formula, charge and spin): 0.392 eV
- Spin multiplicity: 5
- Frontier orbital gap (alpha / beta): 8.04 / 4.44 eV

Each line ends with the natural charge from an NBO analysis.
Positions of all 51 atoms, in Å:
Co -0.234951 -1.091861 -0.018049  1.233
C -0.576351 -0.032361 -2.896449  -0.419
N 0.223149 0.271639 -1.703449  -0.547
C -0.045251 1.618039 -1.199349  -0.247
C -1.463451 1.724339 -0.645549  -0.217
N -1.743151 0.679139 0.350451  -0.554
C -1.408551 1.129839 1.705851  -0.424
C -3.133351 0.289739 0.286751  0.192
C -4.141651 1.214239 0.511751  -0.246
C -5.473351 0.850339 0.445851  -0.227
C -5.807951 -0.464661 0.161551  -0.202
C -4.817151 -1.393261 -0.076749  -0.204
C -3.466551 -1.032461 -0.024449  -0.215
S -2.252751 -2.223961 -0.382349  -0.319
C 1.609149 0.045939 -2.024949  0.310
C 2.452349 1.044839 -2.482749  -0.284
C 3.740549 0.746139 -2.899649  -0.141
C 4.201749 -0.560261 -2.867149  -0.222
C 3.381849 -1.562361 -2.388349  -0.167
C 2.095049 -1.268361 -1.941749  -0.271
S 1.121749 -2.541261 -1.265649  0.107
H -0.506651 0.784839 -3.625649  0.186
H -1.621151 -0.189261 -2.635249  0.224
H -0.203251 -0.942861 -3.363249  0.223
H 0.052949 2.375639 -1.989449  0.188
H 0.679749 1.821539 -0.410049  0.245
H -2.180751 1.619339 -1.463349  0.214
H -1.596851 2.724039 -0.212049  0.200
H -1.946851 2.048039 1.974751  0.178
H -0.337451 1.318139 1.770851  0.224
H -1.680651 0.352239 2.421351  0.221
H -3.878351 2.236139 0.733551  0.207
H -6.245051 1.581339 0.626051  0.214
H -6.844251 -0.762761 0.125151  0.215
H -5.067551 -2.418861 -0.296049  0.222
H 2.114249 2.067939 -2.532649  0.223
H 4.377249 1.540439 -3.260949  0.220
H 5.203149 -0.790561 -3.202049  0.224
H 3.722849 -2.584761 -2.331449  0.230
Cl 4.004249 -1.659061 5.789551  -0.001
C 3.249149 -1.211461 4.305751  -0.072
C 2.000049 -1.729761 3.994951  -0.235
C 1.418649 -1.357461 2.804251  -0.156
Cl -0.082951 -2.036461 2.283551  0.040
C 2.003649 -0.448861 1.885551  0.391
O 1.399749 -0.089761 0.819451  -0.879
C 3.292749 0.018339 2.250651  -0.130
Cl 4.114349 1.053639 1.138351  0.002
C 3.903849 -0.354861 3.429351  -0.231
H 1.502449 -2.416561 4.660151  0.238
H 4.891549 0.008239 3.663351  0.238

Cartesian forces, eV/Å:
Co -0.50 0.64 -0.31
C -0.39 -0.05 -0.37
N 0.31 0.04 -0.04
C -0.19 0.38 0.33
C 0.27 -0.08 -0.30
N 0.04 -0.01 0.15
C 0.08 0.21 0.30
C -0.31 -0.43 -0.06
C 0.04 0.07 0.01
C -0.01 0.03 0.05
C -0.02 -0.02 0.00
C 0.08 0.11 0.08
C 0.04 0.22 -0.11
S 0.70 -0.33 -0.02
C 0.17 0.23 0.09
C -0.24 0.03 0.04
C -0.01 -0.06 0.05
C 0.16 -0.09 0.06
C 0.20 0.00 -0.15
C -0.44 -0.48 0.12
S 0.44 -0.05 -0.09
H 0.06 -0.02 0.03
H 0.02 -0.04 0.06
H -0.10 0.02 0.07
H 0.06 -0.07 0.03
H 0.04 -0.02 -0.07
H 0.04 0.03 0.12
H -0.01 -0.04 -0.08
H -0.01 -0.04 -0.04
H 0.01 -0.04 0.02
H 0.09 0.06 -0.08
H 0.02 0.21 0.07
H -0.08 0.11 0.02
H -0.12 -0.04 -0.02
H -0.02 -0.12 -0.07
H -0.07 0.06 0.00
H 0.04 0.03 -0.03
H 0.02 -0.03 0.00
H 0.06 -0.08 -0.03
Cl 0.20 -0.09 0.34
C -0.24 0.08 -0.37
C 0.19 0.06 0.00
C 0.63 0.40 -0.23
Cl -0.42 -0.44 0.45
C 0.27 -0.32 0.76
O -0.69 0.22 -0.94
C -0.42 -0.29 0.02
Cl 0.06 0.14 -0.11
C -0.12 -0.13 0.11
H -0.02 -0.08 0.08
H 0.08 0.07 0.04

No. 5
CH3N3S2 in the gas phase, computed with wB97M-V/def2-TZVPD.

Output
- E_LUMO (alpha / beta): -0.0222 / -0.0223 Ha
- E: -1000.38093 hartree
- F_max: 3.4 eV/A
- Relative energy (zero: lowest compared OMol25 entry of this formula, charge and spin): 2.712 eV
- Frontier orbital gap (alpha / beta): 7.93 / 7.93 eV

Each line ends with the natural charge from an NBO analysis.
Positions of all 9 atoms, in Å:
C -1.097939 0.609970 -0.924527  -0.328
N 0.794183 -0.462693 -0.115745  -0.074
N 1.055864 -1.027251 0.972288  -0.326
N -0.022986 0.625327 -0.024632  -0.388
S 0.135717 1.861329 -1.265088  0.290
S 0.734082 -0.482013 2.501432  -0.077
H -2.127549 0.958593 -0.420558  0.237
H -1.122789 -0.176659 -1.727380  0.228
H 1.651417 -1.906602 1.004210  0.437

Cartesian forces, eV/Å:
C -2.93 0.31 -0.43
N 1.13 -2.21 -2.38
N 0.45 0.43 1.76
N 0.07 0.52 2.22
S 0.13 0.01 -0.21
S -0.18 -0.31 0.46
H 2.39 -0.89 -1.44
H -0.14 0.65 1.12
H -0.95 1.48 -1.10

No. 6
C4H9NO in the gas phase, computed with wB97M-V/def2-TZVPD.

Output
- E_LUMO: 0.0256 Ha
- E: -287.68454 hartree
- F_max: 0.8 eV/A
- Relative energy (zero: lowest compared OMol25 entry of this formula, charge and spin): 4.025 eV
- Frontier orbital gap: 8.62 eV

Each line ends with the natural charge from an NBO analysis.
Positions of all 15 atoms, in Å:
C 1.131485 -0.943943 -1.155512  -0.621
C -0.253641 -0.739053 -0.571890  0.081
O -0.392141 -1.644516 0.500025  -0.735
C -0.501690 0.697321 -0.115294  -0.116
C -1.427068 0.949234 1.005383  -0.456
N 0.130905 1.068430 1.172934  -0.610
H 1.256245 -1.995341 -1.428909  0.225
H 1.285225 -0.321867 -2.041868  0.204
H 1.894845 -0.699309 -0.406847  0.203
H -1.022142 -0.941192 -1.336079  0.169
H -0.872719 -1.166417 1.197786  0.480
H -0.265917 1.450684 -0.876071  0.194
H 0.362417 0.351814 1.832769  0.421
H -1.789137 1.982245 1.002128  0.156
H 0.626581 1.950334 1.256567  0.404

Cartesian forces, eV/Å:
C 0.06 0.01 -0.07
C 0.09 0.15 -0.13
O 0.15 0.15 0.26
C 0.15 -0.10 0.00
C -0.06 0.32 -0.07
N -0.17 0.21 0.32
H 0.01 0.16 -0.01
H 0.01 -0.07 0.05
H -0.12 -0.01 -0.13
H 0.11 0.00 0.08
H -0.66 -0.06 -0.09
H -0.08 -0.19 0.08
H 0.80 -0.16 -0.08
H -0.13 -0.17 -0.15
H -0.16 -0.25 -0.08